# C4H7NO2

An isolated molecule of C4H7NO2 in a non-equilibrium geometry (wB97M-V/def2-TZVPD, the OMol25 dataset).

LUMO energy: 0.76 eV
energy: -361.838480 Ha
frontier orbital gap: 10.043 eV
relative energy (zero: lowest compared OMol25 entry of this formula, charge and spin): 26.6 kcal/mol

Last column: Löwdin charge in e.
Element x y z (Å)
N 0.509 -0.715 1.501  0.045
C 0.704 0.515 0.785  -0.326
C 1.122 0.585 -0.642  -0.060
C -0.324 0.890 -0.276  -0.142
C -1.414 -0.075 -0.536  -0.480
O -2.591 0.161 -0.358  0.101
O -1.009 -1.296 -1.030  0.069
H 1.404 -1.093 1.796  0.075
H 0.035 -1.457 0.929  0.086
H 0.984 1.346 1.434  0.140
H 1.723 1.428 -0.983  0.105
H 1.304 -0.360 -1.156  0.110
H -0.661 1.925 -0.294  0.148
H -1.786 -1.855 -1.169  0.126

---

# C4H7NO2

A cluster of 2 separate species, C4H7NO2 in total in a non-equilibrium geometry (wB97M-V/def2-TZVPD, the OMol25 dataset).

LUMO energy: 0.58 eV
energy: -361.661321 Ha
frontier orbital gap: 10.389 eV
relative energy (zero: lowest compared OMol25 entry of this formula, charge and spin): 137.8 kcal/mol

Last column: Löwdin charge in e.
Element x y z (Å)
O -0.423 -2.024 0.202  0.012
C 0.256 -1.123 -0.231  -0.344
C 0.461 0.132 0.512  -0.177
C 0.968 1.341 -0.266  -0.013
C -0.408 0.925 -0.400  -0.292
N -1.514 1.122 -0.964  0.064
O -2.476 0.190 -0.627  -0.028
H 0.716 -1.142 -1.237  0.149
H 0.301 0.170 1.585  0.140
H 1.069 2.247 0.320  0.118
H 1.701 1.203 -1.057  0.116
H -3.265 0.554 -1.051  0.100
H 1.598 -1.574 1.675  0.081
H 1.016 -2.021 1.540  0.075

---

# C4H7NO2

A cluster of 2 separate species, C4H7NO2 in total (wB97M-V/def2-TZVPD, the OMol25 dataset).

LUMO energy: 0.03 eV
energy: -361.677857 Ha
frontier orbital gap: 8.296 eV
relative energy (zero: lowest compared OMol25 entry of this formula, charge and spin): 127.4 kcal/mol

Last column: Löwdin charge in e.
Element x y z (Å)
O 1.437 -0.671 -0.692  -0.020
C 0.140 -0.845 -0.171  -0.404
C 0.111 -0.546 1.355  -0.095
O 0.252 0.862 1.661  -0.032
C 0.102 1.709 0.621  -0.210
N -0.488 1.352 -0.455  0.069
C -0.968 0.113 -0.514  -0.059
H 1.577 0.267 -0.887  0.092
H -0.132 -1.889 -0.348  0.143
H -0.812 -0.901 1.823  0.133
H 0.978 -1.048 1.788  0.141
H 0.441 2.720 0.818  0.139
H -1.520 -0.474 -2.191  0.019
H -1.116 -0.651 -2.808  0.085

---

# C4H7NO2

A structure of composition C4H7NO2 (wB97M-V/def2-TZVPD, the OMol25 dataset).

LUMO energy: 0.02 eV
energy: -361.704710 Ha
frontier orbital gap: 7.155 eV
relative energy (zero: lowest compared OMol25 entry of this formula, charge and spin): 110.5 kcal/mol

Last column: Löwdin charge in e.
Element x y z (Å)
N -2.219 -1.047 0.175  0.237
C -1.062 -0.422 0.287  -0.403
O -0.181 -0.726 1.155  0.083
C -0.469 0.767 -0.365  -0.060
C 0.678 0.555 0.646  -0.029
C 2.163 0.066 -0.391  -0.428
O 2.315 0.877 -1.352  -0.216
H -2.442 -1.814 0.796  0.138
H -2.895 -0.766 -0.518  0.135
H -1.113 1.652 -0.315  0.130
H -0.069 0.641 -1.379  0.125
H 0.567 1.224 1.517  0.118
H 1.755 -0.959 -0.627  0.086
H 2.972 -0.049 0.370  0.084

---

# C4H7NO2

An isolated molecule of C4H7NO2 in a non-equilibrium geometry (wB97M-V/def2-TZVPD, the OMol25 dataset).

LUMO energy: 0.95 eV
energy: -361.811349 Ha
frontier orbital gap: 10.907 eV
relative energy (zero: lowest compared OMol25 entry of this formula, charge and spin): 43.6 kcal/mol

Last column: Löwdin charge in e.
Element x y z (Å)
H 3.215 1.402 0.260  0.053
N 2.797 0.549 -0.102  0.149
C 1.557 0.307 0.047  -0.448
C 1.034 -1.023 -0.451  -0.109
O -0.334 -0.789 -0.703  -0.061
C -0.781 -0.050 0.344  -0.285
C -2.181 0.498 -0.001  0.004
O 0.485 0.946 0.601  0.019
H 1.493 -1.372 -1.370  0.134
H 1.142 -1.764 0.355  0.138
H -0.786 -0.599 1.298  0.150
H -2.289 1.521 0.349  0.080
H -2.997 -0.091 0.458  0.089
H -2.357 0.465 -1.084  0.088

---

# C4H7NO2

An isolated molecule of C4H7NO2 (wB97M-V/def2-TZVPD, the OMol25 dataset).

LUMO energy: 0.76 eV
energy: -361.872362 Ha
frontier orbital gap: 10.832 eV
relative energy (zero: lowest compared OMol25 entry of this formula, charge and spin): 5.3 kcal/mol

Last column: Löwdin charge in e.
Element x y z (Å)
C 0.946 0.878 1.082  -0.031
C 0.444 -0.461 0.523  -0.336
C -1.058 -0.583 0.250  -0.127
N -1.142 -0.132 -1.123  0.098
C 0.090 -0.263 -1.726  -0.557
O 0.377 -0.090 -2.880  0.111
O 0.999 -0.659 -0.782  0.042
H 0.563 1.739 0.521  0.088
H 2.038 0.895 0.998  0.086
H 0.696 1.027 2.142  0.083
H 0.765 -1.266 1.189  0.146
H -1.514 0.042 1.006  0.121
H -1.385 -1.632 0.315  0.126
H -1.818 0.506 -1.514  0.152

---

# C4H7NO2

An isolated molecule of C4H7NO2 (wB97M-V/def2-TZVPD, the OMol25 dataset).

LUMO energy: 0.78 eV
energy: -361.743415 Ha
frontier orbital gap: 8.718 eV
relative energy (zero: lowest compared OMol25 entry of this formula, charge and spin): 86.2 kcal/mol

Last column: Löwdin charge in e.
Element x y z (Å)
O -0.593 -0.847 -2.214  -0.072
N -0.913 0.354 -1.491  -0.007
C -0.264 0.247 -0.238  -0.249
C 0.536 -0.650 0.323  -0.302
O 1.019 -1.863 -0.014  0.072
C 0.694 0.117 1.602  -0.090
C -0.264 1.168 0.951  -0.102
H -1.428 -1.131 -2.615  0.101
H -0.423 1.088 -1.992  0.122
H 0.688 -2.032 -0.911  0.096
H 0.307 -0.355 2.507  0.110
H 1.702 0.488 1.796  0.109
H -1.233 1.247 1.452  0.106
H 0.172 2.169 0.844  0.105

---

# C4H7NO2

An isolated molecule of C4H7NO2 (wB97M-V/def2-TZVPD, the OMol25 dataset).

LUMO energy: 0.64 eV
energy: -361.820810 Ha
frontier orbital gap: 10.281 eV
relative energy (zero: lowest compared OMol25 entry of this formula, charge and spin): 37.7 kcal/mol

Last column: Löwdin charge in e.
Element x y z (Å)
N 0.727 -0.773 1.589  0.038
C 0.249 -0.568 0.246  -0.391
C 1.332 -0.150 -0.732  -0.225
O 1.177 -0.159 -1.922  0.074
C -0.842 0.514 0.236  -0.110
C -1.512 0.695 -1.101  -0.270
O -1.939 1.755 -1.480  0.060
H 0.993 0.061 2.084  0.077
H 1.383 -1.536 1.663  0.079
H -0.177 -1.505 -0.111  0.152
H 2.286 0.164 -0.252  0.129
H -1.607 0.227 0.958  0.131
H -0.436 1.478 0.547  0.129
H -1.635 -0.204 -1.726  0.128

---

# C4H7NO2

An isolated molecule of C4H7NO2 (wB97M-V/def2-TZVPD, the OMol25 dataset).

LUMO energy: 0.87 eV
energy: -361.804106 Ha
frontier orbital gap: 10.191 eV
relative energy (zero: lowest compared OMol25 entry of this formula, charge and spin): 48.2 kcal/mol

Last column: Löwdin charge in e.
Element x y z (Å)
C 2.401 0.000 -0.682  -0.129
N 1.081 -0.593 -0.788  0.050
C -0.008 -0.259 -0.256  -0.318
C -0.624 0.934 0.522  -0.087
O -2.024 0.693 0.463  -0.088
C -2.178 -0.700 0.334  -0.201
O -1.025 -1.185 -0.318  0.010
H 2.854 0.141 -1.681  0.076
H 2.494 0.930 -0.096  0.071
H 3.059 -0.731 -0.182  0.076
H -0.439 1.916 0.076  0.131
H -0.249 0.955 1.561  0.132
H -3.059 -0.938 -0.284  0.141
H -2.284 -1.164 1.332  0.136

---

# C4H7NO2

A cluster of 2 separate species, C4H7NO2 in total (wB97M-V/def2-TZVPD, the OMol25 dataset).

LUMO energy (spin up / spin down): -2.12 / -1.31 eV
energy: -361.649417 Ha
frontier orbital gap (spin up / spin down): 8.015 / 8.580 eV
relative energy (zero: lowest compared OMol25 entry of this formula, charge and spin): 145.2 kcal/mol

Last column: Löwdin charge in e.
Element x y z (Å)
C 1.387 -1.065 0.248  -0.051
C 0.406 0.015 -0.125  -0.320
C 0.807 1.191 -0.635  0.105
O -0.786 -1.216 -1.399  0.018
C -1.034 -0.207 0.334  -0.591
O -1.348 -1.304 0.805  0.059
N -1.923 0.824 0.302  0.170
H 2.411 -0.692 0.164  0.080
H 1.206 -1.394 1.273  0.088
H 1.273 -1.936 -0.403  0.084
H 0.147 2.011 -0.900  0.073
H 1.866 1.375 -0.781  0.077
H -2.815 0.625 0.733  0.116
H -1.596 1.771 0.385  0.092